C15H31BeFP2 | ωB97M-V/def2-TZVPD

Last column: Mulliken charge in e.
Cartesian coordinates (Å):
P (-3.01, 0.91, -0.90)  -0.06
P (0.34, -1.70, -1.88)  1.00
C (-2.46, -0.53, -2.10)  0.85
C (-1.49, -1.77, -1.98)  -1.04
H (-2.54, -0.16, -3.17)  -1.25
H (-3.44, -1.05, -1.97)  0.69
H (-1.82, -2.41, -1.14)  0.60
H (-1.69, -2.39, -2.86)  -0.02
C (1.22, -2.11, -3.42)  -1.46
H (2.16, -2.65, -3.25)  0.47
H (1.48, -1.25, -4.04)  0.38
H (0.62, -2.79, -4.05)  0.38
C (0.48, -3.25, -0.89)  -1.45
H (0.42, -4.11, -1.58)  0.38
H (-0.39, -3.32, -0.21)  0.42
H (1.41, -3.34, -0.32)  0.41
C (-3.40, 2.16, -2.21)  -1.11
H (-3.87, 3.04, -1.75)  0.55
H (-4.09, 1.74, -2.94)  0.33
H (-2.50, 2.48, -2.74)  0.19
C (-4.74, 0.48, -0.50)  -1.06
H (-4.78, -0.55, -0.14)  0.34
H (-5.41, 0.63, -1.35)  0.35
H (-5.08, 1.12, 0.32)  0.39
Be (-0.72, 0.32, -2.90)  0.29
C (-2.36, -2.37, -5.03)  0.10
C (-1.47, -1.44, -5.43)  -0.14
C (-1.68, -0.44, -6.52)  -1.12
C (-2.94, 0.45, -6.41)  -0.96
C (-3.46, 0.70, -5.04)  -0.09
C (-4.37, -0.10, -4.44)  -0.06
C (-4.85, -1.44, -4.91)  -1.15
C (-3.80, -2.44, -5.47)  -0.96
C (0.44, 0.14, -1.11)  -1.15
H (-2.05, -3.33, -4.56)  0.69
H (-0.42, -1.48, -5.15)  -0.07
H (-1.70, -0.90, -7.52)  0.33
H (-0.79, 0.20, -6.57)  0.33
H (-2.68, 1.43, -6.85)  0.48
H (-3.71, -0.01, -7.05)  0.34
H (-3.18, 1.68, -4.64)  0.21
H (-4.94, 0.22, -3.57)  0.46
H (-5.64, -1.36, -5.68)  0.33
H (-5.38, -1.93, -4.07)  0.37
H (-4.17, -3.44, -5.18)  0.38
H (-3.87, -2.40, -6.57)  0.35
H (0.86, -0.48, -0.30)  0.35
H (-0.37, 0.69, -0.60)  0.40
H (1.24, 0.81, -1.47)  0.29
F (-0.21, 1.52, -3.54)  -0.30

Values from the calculation:
Energy above the lowest of the compared OMol25 structures with the same formula, charge and spin   499.4 kJ/mol
2S+1   1
HOMO   -3.98 eV
Lowest unoccupied orbital energy   0.6 eV

C15H31BrN2O4 | ωB97M-V/def2-TZVPD

Last column: Mulliken charge in e.
Cartesian coordinates (Å):
C (2.54, -2.39, -1.72)  -1.40
C (1.11, -2.40, -1.16)  -1.00
C (0.59, -1.06, -0.67)  0.16
O (0.84, -0.01, -1.57)  -0.28
C (-0.04, 0.06, -2.66)  -0.62
C (-1.30, 0.87, -2.34)  -0.61
C (-2.53, 0.00, -2.03)  -0.64
C (-3.40, 0.61, -0.93)  -1.15
C (-3.07, 0.07, 0.43)  1.25
O (-3.96, 0.71, 1.37)  -0.37
C (-3.54, 0.72, 2.65)  -0.04
O (-3.93, 1.55, 3.48)  -0.56
C (1.06, -0.57, 0.70)  2.00
C (1.08, -1.70, 1.70)  -1.79
N (-0.17, -2.47, 1.78)  -0.44
C (2.49, 0.02, 0.59)  -1.23
C (2.69, 1.49, 0.97)  -0.89
C (2.49, 2.51, -0.15)  -0.96
N (1.11, 2.91, -0.39)  -0.33
O (0.13, 0.48, 1.03)  -0.42
C (-0.23, 0.60, 2.37)  -0.61
Br (-1.27, 2.24, 2.53)  -0.15
H (2.64, -1.56, -2.41)  0.28
H (2.69, -3.30, -2.29)  0.50
H (3.29, -2.32, -0.94)  0.27
H (1.03, -3.17, -0.41)  0.57
H (0.47, -2.71, -1.97)  0.49
H (-0.50, -1.16, -0.57)  -0.68
H (0.50, 0.57, -3.45)  0.45
H (-0.31, -0.92, -3.05)  0.25
H (-1.51, 1.46, -3.22)  0.55
H (-1.09, 1.55, -1.53)  0.15
H (-2.23, -1.01, -1.78)  0.45
H (-3.13, -0.08, -2.92)  0.40
H (-4.46, 0.43, -1.11)  0.41
H (-3.26, 1.69, -0.90)  0.35
H (-2.03, 0.24, 0.69)  -0.67
H (-3.26, -1.00, 0.47)  0.40
H (-2.85, -0.10, 2.90)  0.51
H (1.85, -2.39, 1.35)  0.66
H (1.44, -1.38, 2.68)  0.54
H (-0.37, -2.69, 2.74)  0.36
H (-0.95, -1.95, 1.39)  0.17
H (3.13, -0.56, 1.24)  0.54
H (2.90, -0.10, -0.40)  0.32
H (2.13, 1.79, 1.85)  0.30
H (3.74, 1.59, 1.24)  0.49
H (3.08, 3.38, 0.15)  0.51
H (2.96, 2.14, -1.06)  0.31
H (0.59, 2.99, 0.46)  0.02
H (1.10, 3.79, -0.89)  0.29
H (-0.90, -0.18, 2.71)  0.20
H (0.62, 0.72, 3.03)  0.70

Values from the calculation:
2S+1   1
HOMO   -8.69 eV
Lowest unoccupied orbital energy   0.5 eV
SMILES string   CC[C@H](OCCCCCOC=O)[C@@](CN)(CCCN)OCBr

C15H31Cl3O6S2SbSi4V | ωB97M-V/def2-TZVPD

Last column: Mulliken spin population.
Cartesian coordinates (Å):
V (-1.68, 0.59, 0.80)  1.05
O (-4.84, -1.67, 0.61)  0.00
S (-3.81, -0.71, 0.33)  0.00
O (-3.84, 0.56, 1.08)  0.00
O (-2.41, -1.27, 0.48)  -0.01
C (-4.20, -0.06, -1.32)  0.01
C (-5.35, -0.57, -1.89)  0.00
C (-6.02, 0.13, -2.89)  0.00
C (-5.56, 1.36, -3.30)  0.00
C (-4.39, 1.88, -2.76)  0.00
C (-3.71, 1.18, -1.78)  0.00
S (-2.01, 1.71, -1.51)  0.00
O (-1.68, 2.58, -2.60)  0.00
O (-1.34, 0.40, -1.49)  0.00
O (-1.77, 2.37, -0.17)  0.00
H (-5.75, -1.50, -1.50)  0.00
H (-6.92, -0.29, -3.33)  0.00
H (-6.10, 1.92, -4.06)  0.00
H (-3.97, 2.81, -3.12)  0.00
C (2.22, 2.97, -0.91)  0.00
Si (2.21, 1.16, -1.34)  0.00
C (3.95, 0.52, -1.31)  0.00
C (1.52, 0.89, -3.03)  0.00
Sb (0.81, 0.09, 0.48)  -0.02
Si (0.96, -2.36, -0.16)  0.01
C (0.03, -2.64, -1.73)  0.00
C (0.23, -3.36, 1.21)  0.00
C (2.72, -2.91, -0.40)  0.00
Si (2.43, 0.20, 2.48)  -0.01
C (4.20, -0.33, 2.23)  0.00
C (1.70, -0.89, 3.81)  0.00
C (2.49, 2.00, 2.99)  0.00
H (2.81, 3.54, -1.64)  0.00
H (2.65, 3.12, 0.08)  0.00
H (1.20, 3.36, -0.89)  0.00
H (4.55, 1.12, -2.00)  0.00
H (4.00, -0.52, -1.62)  0.00
H (4.39, 0.59, -0.31)  0.00
H (2.04, 1.55, -3.74)  0.00
H (0.45, 1.12, -3.08)  0.00
H (1.66, -0.15, -3.34)  0.00
H (-0.90, -2.05, -1.75)  0.00
H (-0.23, -3.70, -1.82)  0.00
H (0.63, -2.35, -2.60)  0.00
H (-0.73, -2.96, 1.53)  0.00
H (0.90, -3.37, 2.08)  0.00
H (0.08, -4.39, 0.87)  0.00
H (3.08, -2.68, -1.41)  0.00
H (2.78, -3.99, -0.26)  0.00
H (3.41, -2.44, 0.31)  0.00
H (4.30, -1.29, 1.71)  0.00
H (4.66, -0.43, 3.22)  0.00
H (4.76, 0.42, 1.67)  0.00
H (2.20, -1.86, 3.82)  0.00
H (0.63, -1.06, 3.67)  0.00
H (1.81, -0.42, 4.79)  0.00
H (3.49, 2.41, 2.79)  0.00
H (2.26, 2.11, 4.05)  0.00
H (1.77, 2.61, 2.45)  0.00
Cl (-3.03, -0.49, 4.08)  0.00
Si (-1.94, 1.13, 3.15)  -0.02
Cl (-0.60, 1.45, 4.81)  0.00
Cl (-3.20, 2.85, 3.47)  0.00

Values from the calculation:
2S+1   2
HOMO (spin up / spin down)   -4.61 / -3.99 eV
Charge   -1
Lowest unoccupied orbital energy (spin up / spin down)   2.5 / 2.5 eV

C15H31ClCoP2 | ωB97M-V/def2-TZVPD

Last column: Mulliken spin population.
Cartesian coordinates (Å):
P (0.44, -2.20, 2.06)  0.02
P (-0.42, 2.20, 1.72)  0.27
C (0.24, -0.93, 0.74)  -0.27
C (0.75, 0.51, 0.96)  0.71
H (-0.87, -0.84, 0.51)  0.27
H (0.86, -1.43, -0.04)  -0.04
H (1.33, 0.73, 1.86)  -0.07
H (1.29, 0.98, 0.09)  -0.04
C (-1.75, 3.32, 1.01)  0.15
H (-2.00, 3.82, 1.98)  -0.02
H (-2.53, 2.58, 0.73)  0.01
H (-1.36, 3.93, 0.12)  0.01
C (0.99, 3.29, 2.18)  0.01
H (1.02, 4.12, 1.45)  0.00
H (1.96, 2.81, 2.29)  0.00
H (0.72, 3.67, 3.18)  0.00
C (-0.77, -3.53, 1.71)  0.01
H (-0.92, -4.31, 2.48)  0.00
H (-0.46, -4.00, 0.80)  0.00
H (-1.74, -3.09, 1.47)  0.01
C (2.11, -2.92, 1.81)  0.04
H (2.88, -2.11, 1.72)  0.00
H (2.07, -3.37, 0.83)  0.00
H (2.50, -3.69, 2.52)  0.00
Co (-0.43, 0.36, -0.86)  1.68
C (0.34, 1.64, -1.99)  0.19
C (-1.11, 1.73, -2.00)  -0.22
C (-2.08, 0.90, -2.85)  0.16
C (-1.67, -0.56, -3.13)  -0.02
C (-0.87, -1.07, -1.92)  0.06
C (0.53, -1.16, -2.02)  -0.04
C (1.46, -0.48, -2.92)  0.05
C (1.03, 1.03, -3.19)  0.04
C (0.31, -1.68, 3.74)  0.01
H (0.95, 2.46, -1.58)  -0.02
H (-1.61, 2.52, -1.50)  -0.05
H (-2.10, 1.51, -3.76)  -0.01
H (-3.08, 0.91, -2.33)  0.01
H (-2.57, -1.19, -3.18)  0.00
H (-1.11, -0.64, -4.09)  0.00
H (-1.39, -1.86, -1.36)  0.02
H (1.00, -2.06, -1.58)  0.01
H (1.58, -1.04, -3.89)  -0.02
H (2.49, -0.48, -2.43)  0.01
H (1.97, 1.58, -3.39)  0.00
H (0.42, 1.01, -4.14)  0.01
H (0.81, -0.81, 4.18)  -0.01
H (0.56, -2.52, 4.38)  0.00
H (-0.71, -1.47, 4.07)  0.00
Cl (-1.07, 1.82, 3.58)  0.10

Values from the calculation:
2S+1   4
HOMO (spin up / spin down)   -3.32 / -5.43 eV
Lowest unoccupied orbital energy (spin up / spin down)   0.1 / 0.0 eV